Record 1
This record from OMol25 describes a structure of composition C30H68F3N2NiO12 at a distorted geometry. The level of theory is ωB97M-V/def2-TZVPD.

Positions of all 116 atoms, in Å:
1 Ni -5.89 -1.39 -0.62
2 F -1.17 1.13 0.25
3 F -1.67 -0.06 1.90
4 F -3.03 1.25 1.07
5 O -1.21 5.69 1.79
6 O -3.71 -1.48 -0.26
7 O -1.43 -3.92 5.13
8 O -4.01 -3.26 2.52
9 O 1.16 1.34 -3.62
10 O -3.01 -4.20 -4.23
11 O 3.84 -4.67 -4.50
12 O -1.60 -2.05 0.31
13 O 1.33 -3.45 -3.21
14 O -2.91 -4.60 -1.36
15 O 0.88 3.80 2.00
16 O 0.81 0.88 2.84
17 N 0.35 2.21 -4.34
18 N 1.53 0.97 4.02
19 C 2.98 0.99 3.75
20 C -2.05 3.02 -4.76
21 C -1.86 -4.47 -2.33
22 C -3.18 -3.20 3.70
23 C 0.96 3.56 -4.40
24 C -0.20 -2.02 0.09
25 C 1.13 4.40 -3.09
26 C -1.63 0.61 -3.95
27 C 3.37 -0.41 3.03
28 C -2.11 -3.49 -3.43
29 C 0.03 4.07 0.84
30 C 1.82 -0.24 6.17
31 C -1.39 4.41 1.21
32 C 1.45 -4.64 -3.90
33 C -2.12 0.35 0.73
34 C -1.06 2.10 -3.88
35 C -1.53 4.44 -5.11
36 C -1.16 2.49 -2.35
37 C 2.82 -5.40 -3.75
38 C -2.43 -0.90 -0.13
39 C 0.81 0.17 5.04
40 C 0.63 -3.08 0.76
41 C -0.42 1.02 5.75
42 C -2.39 -4.44 4.17
43 C -0.03 4.29 -5.44
44 C 2.20 3.43 -5.25
45 C 2.91 0.77 6.46
46 C 3.47 2.10 2.88
47 C 3.66 1.13 5.13
48 C 0.21 -1.12 4.53
49 H -1.85 -4.97 3.38
50 H 2.78 2.63 -4.80
51 H 0.06 1.93 6.09
52 H 0.35 5.30 -5.62
53 H -0.35 2.14 -1.71
54 H 1.29 3.67 -2.29
55 H 0.41 5.11 -2.68
56 H -2.67 0.57 -4.29
57 H 2.76 -6.40 -4.18
58 H -3.52 -2.90 1.77
59 H -2.16 2.52 -5.72
60 H 3.21 3.08 3.27
61 H 0.42 -3.98 0.18
62 H 4.16 2.09 5.27
63 H -1.86 -3.33 5.76
64 H -0.05 -2.10 -0.99
65 H 1.39 -4.35 -4.95
66 H -1.64 5.09 -4.24
67 H 2.03 -2.81 -3.33
68 H 1.96 3.05 -6.25
69 H 1.29 0.60 -4.21
70 H -0.28 5.69 2.02
71 H 1.71 -2.98 0.86
72 H 4.54 2.18 2.69
73 H 3.61 0.40 7.21
74 H 3.53 -4.47 -5.39
75 H -3.06 -5.09 4.73
76 H 2.37 1.66 6.77
77 H 0.27 4.88 0.15
78 H -1.52 -0.07 -3.11
79 H -1.12 1.29 4.96
80 H 0.04 3.86 -6.44
81 H -1.55 -5.40 -2.81
82 H 3.41 -5.38 -2.84
83 H -2.04 4.36 0.34
84 H 0.72 2.94 2.40
85 H 0.28 -1.06 0.26
86 H -1.21 -3.37 -4.04
87 H 2.62 4.43 -5.23
88 H 4.52 0.46 5.12
89 H 0.79 -1.78 3.88
90 H -1.91 4.84 -6.05
91 H -3.92 -3.05 4.48
92 H 0.80 -0.08 2.87
93 H -1.13 0.19 -4.82
94 H 0.10 3.18 0.21
95 H 1.24 -0.26 7.10
96 H -1.91 3.80 1.95
97 H -2.01 -0.72 -1.12
98 H 0.59 -5.22 -3.57
99 H 2.67 -0.88 2.33
100 H 3.07 2.07 1.86
101 H -0.88 -4.30 -1.89
102 H 1.95 5.11 -3.12
103 H -3.39 -3.80 -1.16
104 H -0.71 -0.93 3.98
105 H -2.59 -2.32 3.47
106 H -2.62 -2.60 -3.05
107 H -1.23 3.57 -2.29
108 H -1.00 0.49 6.51
109 H -2.93 -3.90 -5.14
110 H 0.22 -3.14 1.77
111 H -2.09 2.07 -1.95
112 H -0.07 -1.83 5.31
113 H 2.29 -1.21 6.04
114 H 4.38 -0.53 2.64
115 H -3.04 3.07 -4.30
116 H 3.28 -1.19 3.79

Results
- electronic energy (eV) = -108944.7273
- HOMO (alpha / beta) (eV) = -8.221 / -8.221
- frontier orbital gap (alpha / beta) (eV) = 8.1 / 5.2
- total charge = 0
- spin multiplicity = 4
- lowest unoccupied orbital energy (alpha / beta) (eV) = -0.16 / -3.03

Record 2
This record from OMol25 describes a cluster of 10 separate species, C30H70Br10O10 in total at a distorted geometry. The level of theory is ωB97M-V/def2-TZVPD.

Positions of all 120 atoms, in Å:
1 Br 16.36 12.06 19.41
2 Br 14.99 10.04 16.70
3 Br 11.37 10.87 9.03
4 Br 15.19 13.64 11.80
5 Br 18.96 15.76 14.01
6 Br 17.14 20.05 13.15
7 Br 20.50 12.12 11.42
8 Br 14.56 12.74 8.05
9 Br 14.95 14.26 16.28
10 Br 18.01 15.60 9.70
11 O 18.90 12.75 15.45
12 O 12.37 16.39 8.52
13 O 14.85 17.99 9.24
14 O 13.05 17.29 15.94
15 O 11.78 13.86 12.29
16 O 15.96 9.32 12.76
17 O 18.71 9.41 11.47
18 O 14.39 17.32 13.53
19 O 20.36 10.75 17.17
20 O 10.07 12.39 14.19
21 C 17.06 10.16 13.04
22 C 20.70 11.02 15.85
23 C 18.28 12.95 16.75
24 C 13.76 18.45 14.11
25 C 14.50 13.61 13.59
26 C 11.71 15.24 9.04
27 C 17.51 18.33 13.96
28 C 15.60 14.07 14.46
29 C 14.31 17.59 8.00
30 C 18.71 17.61 13.37
31 C 14.20 11.28 9.32
32 C 18.29 9.35 12.80
33 C 11.61 15.11 12.94
34 C 13.84 18.32 15.61
35 C 21.02 9.60 17.66
36 C 19.05 13.90 9.85
37 C 10.62 13.08 12.01
38 C 19.91 14.01 11.10
39 C 9.43 11.43 15.04
40 C 14.62 11.15 19.36
41 C 10.37 11.89 12.86
42 C 13.71 16.23 8.17
43 C 17.81 8.93 10.48
44 C 15.85 18.98 9.15
45 C 14.61 17.45 12.14
46 C 14.05 11.14 17.98
47 C 12.88 11.48 10.05
48 C 13.00 17.04 17.39
49 C 14.70 9.93 12.91
50 C 20.28 12.45 15.47
51 H 20.69 12.72 14.49
52 H 9.48 11.30 12.50
53 H 15.30 16.67 11.81
54 H 18.28 8.99 9.54
55 H 13.61 17.26 11.73
56 H 11.30 14.58 8.26
57 H 14.98 11.29 10.02
58 H 17.02 9.65 10.52
59 H 19.29 14.39 11.92
60 H 16.92 10.55 14.05
61 H 16.01 15.05 14.23
62 H 14.63 10.89 12.34
63 H 14.65 10.20 19.88
64 H 10.61 12.80 10.94
65 H 13.06 10.66 17.99
66 H 16.41 13.35 14.43
67 H 14.32 12.54 13.73
68 H 13.57 18.24 7.56
69 H 20.79 14.67 10.88
70 H 16.63 17.76 13.79
71 H 17.18 12.78 16.58
72 H 13.97 11.81 19.96
73 H 18.50 17.54 12.27
74 H 14.14 19.41 13.74
75 H 14.05 16.92 17.75
76 H 10.76 15.55 9.51
77 H 10.21 10.71 15.34
78 H 20.84 8.77 17.00
79 H 16.79 18.53 8.67
80 H 12.45 14.69 9.67
81 H 11.36 14.81 13.98
82 H 16.08 19.42 10.21
83 H 18.10 8.35 13.09
84 H 12.72 18.41 13.80
85 H 20.59 9.38 18.65
86 H 12.38 16.19 17.49
87 H 19.07 9.81 13.40
88 H 9.30 12.03 15.94
89 H 17.06 11.05 12.45
90 H 15.42 19.78 8.47
91 H 13.97 9.24 12.49
92 H 14.25 15.58 8.91
93 H 21.74 10.84 15.65
94 H 14.86 18.13 15.90
95 H 13.76 15.72 7.22
96 H 14.20 10.31 8.79
97 H 14.10 12.18 17.61
98 H 17.58 18.50 15.06
99 H 14.82 18.48 11.82
100 H 17.42 7.95 10.70
101 H 10.87 15.70 12.40
102 H 18.33 14.02 16.97
103 H 19.61 13.80 8.93
104 H 18.31 13.07 9.78
105 H 18.72 12.38 17.59
106 H 20.17 10.37 15.16
107 H 12.62 17.90 17.93
108 H 12.90 10.85 10.99
109 H 19.64 18.14 13.54
110 H 12.51 15.70 12.92
111 H 12.58 12.48 10.27
112 H 8.62 10.86 14.56
113 H 9.78 13.75 12.15
114 H 15.05 17.46 7.24
115 H 13.57 14.09 13.62
116 H 13.50 19.31 16.06
117 H 11.28 11.24 12.82
118 H 14.50 10.22 13.95
119 H 22.09 9.80 17.66
120 H 20.82 13.10 16.18

Results
- electronic energy (eV) = -753138.1960
- HOMO (eV) = -9.265
- frontier orbital gap (eV) = 9.6
- structure (SMILES) = BrCCBr.BrCCBr.BrCCBr.BrCCBr.BrCCBr.COCCOC.COCCOC.COCCOC.COCCOC.COCCOC
- total charge = 0
- spin multiplicity = 1
- lowest unoccupied orbital energy (eV) = 0.33

Record 3
This record from OMol25 describes a structure of composition C30H70ClN10O10Sn at a distorted geometry. The level of theory is ωB97M-V/def2-TZVPD.

Positions of all 122 atoms, in Å:
1 Sn -0.29 0.16 -0.03
2 Cl -1.92 -1.68 -2.54
3 O 2.34 -3.33 -6.51
4 O 6.32 -1.22 2.87
5 O -2.98 0.59 1.13
6 O 2.48 1.61 0.87
7 O 1.47 -2.25 -0.73
8 O -0.40 -2.26 1.72
9 O -0.25 0.98 3.16
10 O -0.67 3.21 -0.05
11 O -7.99 -1.41 -0.31
12 O 0.63 1.38 -2.74
13 N 0.72 1.72 -5.03
14 N -4.73 1.71 1.82
15 N -0.35 -4.42 1.97
16 N -6.10 -1.90 -1.28
17 N 3.20 3.41 -0.22
18 N -0.19 1.54 5.39
19 N 4.36 -0.33 2.14
20 N -0.78 5.38 -0.22
21 N 2.08 -3.12 -4.27
22 N 3.72 -2.52 -1.12
23 C -0.24 3.04 5.30
24 C 3.48 -1.30 2.74
25 C -3.83 0.73 2.00
26 C -5.42 -0.64 -1.03
27 C -0.22 -0.82 4.76
28 C -2.47 -3.37 1.34
29 C 4.05 -1.12 -1.30
30 C 2.47 -2.97 -0.87
31 C -0.95 4.29 0.46
32 C 2.73 3.56 2.05
33 C 2.20 1.84 -5.11
34 C -0.19 0.64 4.37
35 C -1.45 4.31 1.92
36 C -4.03 -0.08 3.17
37 C 6.37 0.84 1.69
38 C 2.24 -4.45 -0.90
39 C -1.01 -3.34 1.76
40 C -1.52 1.71 -4.11
41 C 4.04 -2.38 -5.23
42 C 5.64 -0.36 2.32
43 C 2.82 2.74 0.85
44 C -0.78 -5.84 1.86
45 C -4.78 2.54 0.57
46 C 2.73 -3.00 -5.40
47 C -7.98 -3.48 -1.44
48 C -0.75 6.73 0.28
49 C 3.55 2.89 -1.56
50 C 0.05 1.54 -3.91
51 C 0.71 -3.56 -4.11
52 C -7.33 -2.20 -0.94
53 H -1.73 -6.05 2.34
54 H 2.64 2.44 -4.32
55 H -1.16 3.45 5.71
56 H 4.80 -1.01 -2.09
57 H 4.66 -0.77 -0.47
58 H -1.64 2.79 -4.05
59 H 0.29 -2.63 -4.49
60 H 0.50 -4.51 -4.60
61 H -4.93 -0.19 -1.90
62 H -0.69 5.25 -1.22
63 H 0.68 -1.42 4.92
64 H -1.74 1.43 -5.14
65 H 4.37 -3.27 -1.29
66 H -2.24 5.03 2.09
67 H -3.79 2.92 0.34
68 H 3.28 4.40 -0.05
69 H -2.76 -2.45 0.84
70 H -0.37 1.21 6.33
71 H -1.90 3.37 2.23
72 H 2.54 -2.82 -3.42
73 H -0.75 -6.28 0.87
74 H 4.73 -3.08 -5.71
75 H -5.76 -2.49 -2.02
76 H 4.08 -1.35 -5.59
77 H 3.73 3.97 2.21
78 H 2.76 0.91 -5.23
79 H 2.86 -1.63 1.91
80 H -7.67 -4.39 -0.92
81 H -9.06 -3.38 -1.30
82 H -3.92 0.42 4.13
83 H 2.97 -4.85 -0.19
84 H -7.96 -3.73 -2.50
85 H 6.91 1.31 2.51
86 H -0.73 7.44 -0.54
87 H 0.19 1.81 -5.89
88 H 3.82 0.40 1.70
89 H -2.12 1.31 -3.29
90 H 0.64 -4.32 2.10
91 H -5.06 -0.41 3.31
92 H -3.09 -3.63 2.20
93 H 2.89 -0.84 3.53
94 H 0.30 -3.70 -3.11
95 H 3.10 -0.58 -1.38
96 H -0.06 -6.40 2.46
97 H 4.33 -2.19 -4.20
98 H 2.07 4.41 1.88
99 H 2.37 -4.80 -1.92
100 H -0.14 7.12 1.09
101 H 4.47 2.31 -1.51
102 H -1.79 6.95 0.53
103 H -0.69 -1.34 3.93
104 H 0.64 3.36 5.85
105 H -0.62 4.63 2.56
106 H -5.94 0.28 -0.75
107 H -5.27 2.05 -0.26
108 H -5.28 3.48 0.84
109 H -4.68 -0.86 -0.26
110 H 3.60 3.60 -2.39
111 H 2.77 2.15 -1.76
112 H -0.09 3.29 4.25
113 H 1.25 -4.80 -0.63
114 H 6.98 0.66 0.81
115 H 3.86 -2.12 3.35
116 H 2.40 2.42 -6.01
117 H 2.32 2.93 2.84
118 H 5.66 1.62 1.37
119 H -0.92 -0.89 5.59
120 H -5.52 1.64 2.45
121 H -2.55 -4.20 0.63
122 H -3.65 -1.10 3.13

Results
- electronic energy (eV) = -85970.7744
- HOMO (eV) = -10.355
- frontier orbital gap (eV) = 7.3
- total charge = +1
- spin multiplicity = 1
- lowest unoccupied orbital energy (eV) = -3.01

Record 4
This record from OMol25 describes a structure of composition C30H70N10O10 at a distorted geometry. The level of theory is ωB97M-V/def2-TZVPD.

Positions of all 120 atoms, in Å:
1 O 14.23 27.99 25.82
2 O 12.56 23.82 23.57
3 O 12.69 31.53 22.69
4 O 9.68 27.16 20.39
5 O 16.95 30.91 20.76
6 O 12.93 36.47 22.83
7 O 12.56 31.57 16.94
8 O 17.14 26.92 20.84
9 O 18.51 36.96 24.86
10 O 14.57 33.57 28.19
11 N 17.97 31.54 18.98
12 N 14.22 30.63 21.51
13 N 13.81 25.19 24.72
14 N 18.34 34.89 24.21
15 N 15.87 26.42 18.97
16 N 12.42 31.28 19.15
17 N 14.42 31.52 27.29
18 N 13.45 29.85 25.06
19 N 13.02 36.51 20.61
20 N 10.64 28.72 19.19
21 C 13.75 33.42 26.02
22 C 14.46 36.61 20.42
23 C 17.80 30.79 19.96
24 C 14.84 24.18 25.12
25 C 13.70 29.28 21.42
26 C 14.02 29.88 17.92
27 C 12.32 36.51 21.74
28 C 12.88 24.94 23.88
29 C 16.49 27.39 18.19
30 C 20.29 35.40 25.43
31 C 18.90 29.68 20.24
32 C 11.36 32.18 19.43
33 C 16.24 26.25 20.24
34 C 12.06 29.85 25.56
35 C 16.93 35.00 23.66
36 C 10.81 36.40 21.64
37 C 17.13 32.74 18.78
38 C 12.93 31.02 17.93
39 C 11.99 26.08 23.63
40 C 14.39 29.00 25.31
41 C 15.85 29.38 24.88
42 C 18.92 35.82 24.88
43 C 10.03 28.37 20.29
44 C 9.91 29.37 21.35
45 C 14.30 32.88 27.23
46 C 14.31 32.96 21.84
47 C 14.98 30.80 28.49
48 C 10.60 28.08 17.87
49 C 13.68 31.66 22.00
50 C 15.34 25.28 21.07
51 H 15.20 25.77 18.49
52 H 17.83 33.49 18.92
53 H 11.43 32.83 20.23
54 H 16.70 28.42 18.74
55 H 14.88 35.65 20.14
56 H 11.32 27.23 17.95
57 H 14.09 34.52 26.10
58 H 12.24 27.03 23.87
59 H 14.46 32.95 25.06
60 H 13.15 30.87 19.80
61 H 11.83 30.79 26.02
62 H 16.13 34.72 24.37
63 H 14.84 24.50 20.39
64 H 11.55 32.95 18.81
65 H 15.39 33.01 21.82
66 H 19.80 30.22 20.69
67 H 14.96 37.22 21.23
68 H 20.97 35.24 24.65
69 H 15.88 31.23 28.66
70 H 11.32 29.73 24.96
71 H 9.55 28.98 22.23
72 H 12.32 36.47 19.83
73 H 13.80 33.63 21.04
74 H 9.11 30.35 20.85
75 H 10.46 36.45 22.81
76 H 13.77 26.06 25.12
77 H 10.76 28.88 17.14
78 H 12.76 29.15 20.73
79 H 14.98 30.28 18.55
80 H 18.75 33.89 24.20
81 H 18.46 29.06 21.09
82 H 15.65 24.62 26.02
83 H 13.99 29.12 18.57
84 H 13.97 29.40 16.89
85 H 15.40 23.89 24.24
86 H 14.40 28.40 21.17
87 H 16.25 33.02 19.48
88 H 14.65 26.00 21.28
89 H 16.73 32.61 17.71
90 H 11.11 29.65 19.41
91 H 20.48 36.20 26.34
92 H 10.95 25.83 24.01
93 H 16.48 28.61 24.70
94 H 15.28 30.95 20.96
95 H 18.59 31.32 18.26
96 H 16.83 34.33 22.59
97 H 17.56 26.86 17.97
98 H 16.22 30.07 25.67
99 H 13.67 30.47 24.34
100 H 11.78 26.06 22.46
101 H 13.35 29.02 22.44
102 H 14.88 37.22 19.75
103 H 14.61 23.09 25.34
104 H 19.72 34.41 25.92
105 H 14.06 33.49 22.71
106 H 15.62 24.90 21.95
107 H 16.60 36.17 23.32
108 H 9.75 27.77 17.50
109 H 10.67 29.67 21.83
110 H 10.36 31.72 19.17
111 H 15.01 29.79 28.34
112 H 10.36 35.36 21.23
113 H 12.16 28.87 26.35
114 H 16.09 27.75 17.14
115 H 10.27 37.24 20.97
116 H 19.06 29.02 19.38
117 H 15.99 29.96 23.78
118 H 14.39 30.85 29.40
119 H 12.69 33.12 25.77
120 H 14.25 31.04 26.40

Results
- electronic energy (eV) = -67608.7610
- HOMO (eV) = -9.152
- frontier orbital gap (eV) = 9.0
- total charge = 0
- spin multiplicity = 1
- energy above the lowest of the compared OMol25 structures with the same formula, charge and spin (kcal/mol) = 436.8
- lowest unoccupied orbital energy (eV) = -0.11